Molecular formula: C4H12N2O
Method: DFT, the ωB97M-V functional and the def2-TZVPD basis

Element x y z (Å)
C: -0.695 -2.849 -1.017
C: -0.516 -1.324 -0.782
C: 0.024 -1.121 0.637
N: 2.008 1.658 -0.392
C: 1.007 1.304 0.560
N: 0.695 0.133 0.787
H: -1.602 -3.167 -0.508
H: 0.175 -3.361 -0.689
H: -0.931 -3.108 -2.052
H: -1.532 -0.924 -0.794
H: 0.103 -0.872 -1.549
H: -0.838 -1.135 1.313
H: 0.710 -1.894 0.974
H: 2.801 1.041 -0.283
H: 2.395 2.585 -0.212
H: 0.612 2.169 1.105
H: -1.662 1.108 0.336
H: -2.530 2.285 -0.175
O: -1.929 2.018 0.527

Calculated values
ΔE to the lowest compared entry with this formula, charge and spin	58.7	kcal per mole
electronic energy	-344.2915	Eh
SMILES	CCC/N=C\N.O

Formally, the Mulliken partial charges of the atoms, in units of the elementary charge, are as follows: -1.27, -0.15, -0.75, -0.57, -0.03, -0.33, 0.32, 0.35, 0.35, 0.24, 0.31, 0.28, 0.40, 0.27, 0.28, 0.32, 0.32, 0.31, -0.65

Molecular formula: C6H16N2O
Method: DFT, the ωB97M-V functional and the def2-TZVPD basis

Element x y z (Å)
C: 2.159 -0.080 0.311
C: 2.186 -1.556 0.691
N: 3.313 0.202 -0.543
C: 0.952 0.311 -0.547
O: 0.807 1.510 -0.907
H: 2.140 0.543 1.223
H: 4.176 0.111 -0.017
H: 3.251 1.152 -0.891
H: 0.705 -0.474 -1.284
H: 2.132 -2.167 -0.210
H: 3.120 -1.795 1.205
H: 1.353 -1.825 1.345
C: -1.909 -0.038 -0.289
C: -1.967 1.148 -1.201
C: -3.078 -0.116 0.686
N: -0.573 0.002 0.527
H: -1.826 -0.972 -0.853
H: -0.564 0.845 1.098
H: -0.502 -0.811 1.129
H: -2.281 2.052 -0.681
H: -2.619 0.951 -2.050
H: -0.849 1.402 -1.520
H: -4.001 -0.283 0.137
H: -2.950 -0.929 1.402
H: -3.174 0.818 1.238

Calculated values
ΔE to the lowest compared entry with this formula, charge and spin	47.1	kcal per mole
electronic energy	-422.9117	Eh

Formally, the Mulliken partial charges of the atoms, in units of the elementary charge, are as follows: 0.57, -1.39, -0.73, 0.06, -0.76, 0.22, 0.25, 0.24, 0.21, 0.34, 0.36, 0.32, 0.27, -1.18, -1.42, -0.45, 0.32, 0.34, 0.31, 0.30, 0.37, 0.35, 0.40, 0.38, 0.33

Molecular formula: C4H7FN2S
Method: DFT, the ωB97M-V functional and the def2-TZVPD basis

Element x y z (Å)
C: -1.037 0.796 -0.039
C: -0.561 -0.613 0.033
C: 0.790 -0.577 0.911
C: 1.908 -0.682 -0.254
H: -2.841 0.054 -0.731
H: -2.789 1.786 -0.729
H: 0.615 1.442 0.144
H: 1.016 0.401 1.320
H: 1.056 -1.399 1.697
H: 3.083 -0.968 0.018
H: 1.440 -1.605 -0.813
N: -2.487 0.867 0.005
N: -0.407 1.924 -0.165
F: 1.587 0.471 -0.980
S: -1.372 -1.899 -0.418

Calculated values
ΔE to the lowest compared entry with this formula, charge and spin	101.7	kcal per mole
electronic energy	-764.0232	Eh
SMILES	[H]/N=C(/N)C(=S)CCF

Formally, the Mulliken partial charges of the atoms, in units of the elementary charge, are as follows: 0.39, 0.39, -0.94, -0.15, 0.29, 0.34, 0.29, 0.38, 0.34, 0.30, 0.23, -0.64, -0.68, -0.28, -0.28

Molecular formula: C17H15MoN5O5S
Method: DFT, the ωB97M-V functional and the def2-TZVPD basis

Element x y z (Å)
Mo: 0.439 0.416 -0.106
O: 1.654 -2.976 1.903
C: 1.118 -1.951 1.555
O: 0.954 -1.520 0.333
C: 0.557 -0.967 2.558
C: 0.377 -1.204 3.907
C: -0.334 -0.269 4.650
C: -0.890 0.835 4.017
C: -0.658 1.001 2.665
N: 0.100 0.143 1.989
C: -1.340 2.007 1.763
O: -2.031 2.888 2.226
O: -1.162 1.728 0.500
H: 0.766 -2.121 4.327
H: -0.493 -0.427 5.709
H: -1.512 1.556 4.529
C: 0.082 -1.436 -4.086
C: -0.082 -0.897 -2.706
N: 0.757 -0.121 -2.122
N: 1.873 0.287 -2.840
C: 2.863 0.618 -2.053
N: 4.000 1.019 -2.670
S: 2.920 0.533 -0.309
C: -1.294 -1.220 -1.907
C: -2.309 -2.023 -2.399
C: -3.433 -2.241 -1.621
C: -3.510 -1.650 -0.372
C: -2.456 -0.868 0.057
N: -1.370 -0.657 -0.688
H: 1.102 -1.295 -4.425
H: -0.586 -0.915 -4.777
H: -0.166 -2.497 -4.113
H: 3.974 1.191 -3.660
H: 4.717 1.453 -2.119
H: -2.223 -2.463 -3.381
H: -4.239 -2.862 -1.989
H: -4.369 -1.790 0.268
H: -2.472 -0.384 1.023
C: 1.597 3.380 1.119
C: 1.134 2.346 0.163
O: 0.808 2.482 -1.001
H: 1.542 4.366 0.659
H: 2.622 3.151 1.409
H: 0.973 3.352 2.013

Calculated values
ΔE to the lowest compared entry with this formula, charge and spin	0.0	kcal per mole
electronic energy	-1773.3017	Eh

Formally, the Mulliken partial charges of the atoms, in units of the elementary charge, are as follows: -0.99, -0.70, 0.19, -0.35, 0.57, -0.84, -0.23, -1.19, 0.52, 0.87, 0.52, -0.69, -0.61, 0.53, 0.44, 0.56, -1.73, 0.70, 1.11, -1.69, 0.80, -0.43, -0.36, 0.95, -0.86, -0.43, -0.91, -0.04, 0.55, 0.42, 0.32, 0.43, 0.24, 0.23, 0.35, 0.42, 0.42, 0.33, -1.47, 1.55, -0.47, 0.38, 0.28, 0.29

Molecular formula: C41H34IN2O24
Method: DFT, the ωB97M-V functional and the def2-TZVPD basis

Element x y z (Å)
C: -2.072 0.649 4.515
C: -1.932 0.436 6.019
I: -1.379 -1.703 6.282
C: -0.791 1.277 6.678
N: -0.595 2.566 6.100
C: -1.783 3.392 6.137
C: -2.602 3.349 7.416
N: -2.117 3.554 8.581
H: -2.076 -0.278 3.939
H: -3.057 1.103 4.343
H: -1.286 1.285 4.112
H: -2.882 0.511 6.549
H: 0.138 0.714 6.510
H: -0.926 1.279 7.782
H: -1.451 4.437 6.012
H: -2.473 3.206 5.275
H: -3.688 3.147 7.335
H: -2.885 3.460 9.248
C: -0.368 1.518 -1.485
C: -1.192 1.369 -0.436
C: -0.939 2.075 0.870
O: -1.732 1.917 1.771
C: 0.253 2.909 0.984
C: 1.072 3.048 -0.064
C: 0.801 2.370 -1.373
O: 1.584 2.557 -2.292
O: 2.180 3.793 -0.019
O: -2.269 0.596 -0.482
H: -0.538 1.021 -2.430
H: 0.434 3.394 1.935
H: 2.588 3.718 -0.902
H: -2.695 0.642 0.406
C: 1.367 -1.797 -5.407
C: 1.370 -0.508 -5.033
C: 0.644 0.543 -5.832
O: 0.664 1.691 -5.437
C: -0.047 0.128 -7.047
C: -0.042 -1.158 -7.415
C: 0.659 -2.210 -6.605
O: 0.606 -3.364 -6.993
O: -0.654 -1.593 -8.516
O: 2.008 -0.093 -3.943
H: 1.882 -2.563 -4.843
H: -0.550 0.893 -7.622
H: -0.496 -2.557 -8.542
H: 1.858 0.877 -3.888
C: -3.035 -2.546 0.597
C: -3.159 -3.874 0.555
C: -3.959 -4.629 1.574
O: -4.043 -5.841 1.456
C: -4.589 -3.881 2.645
C: -4.465 -2.546 2.694
C: -3.686 -1.791 1.654
O: -3.631 -0.577 1.739
O: -5.025 -1.826 3.659
O: -2.588 -4.623 -0.396
H: -2.465 -1.992 -0.135
H: -5.147 -4.437 3.384
H: -4.786 -0.897 3.472
H: -2.837 -5.544 -0.188
C: 4.420 -2.655 0.761
C: 5.735 -2.430 0.644
C: 6.294 -1.529 -0.421
O: 7.500 -1.352 -0.453
C: 5.369 -0.918 -1.355
C: 4.052 -1.141 -1.244
C: 3.490 -2.020 -0.162
O: 2.284 -2.167 -0.107
O: 3.169 -0.602 -2.073
O: 6.633 -2.982 1.459
H: 4.008 -3.299 1.525
H: 5.784 -0.284 -2.126
H: 2.296 -0.912 -1.764
H: 7.501 -2.653 1.158
C: 6.100 2.709 1.131
C: 7.178 3.124 1.811
C: 8.388 3.679 1.112
O: 9.326 4.055 1.791
C: 8.379 3.735 -0.341
C: 7.303 3.317 -1.019
C: 6.084 2.787 -0.319
O: 5.136 2.441 -1.001
O: 7.238 3.342 -2.349
O: 7.250 3.074 3.136
H: 5.223 2.311 1.622
H: 9.261 4.120 -0.834
H: 6.356 2.990 -2.577
H: 8.126 3.433 3.372
C: -6.154 -2.788 -4.404
C: -5.677 -3.060 -3.181
C: -6.014 -2.201 -1.994
O: -5.566 -2.516 -0.908
C: -6.856 -1.034 -2.205
C: -7.327 -0.761 -3.428
C: -7.014 -1.635 -4.609
O: -7.492 -1.338 -5.689
O: -8.100 0.293 -3.680
O: -4.883 -4.099 -2.941
H: -5.921 -3.399 -5.265
H: -7.076 -0.414 -1.347
H: -8.300 0.254 -4.635
H: -4.676 -4.072 -1.986

Calculated values
charge	-1
electronic energy	-3795.6550	Eh

These are the Mulliken partial charges, in e, on atoms 1 to 99: -0.71, -0.54, -0.21, -0.97, -0.81, -0.14, -0.17, -0.67, 0.35, 0.15, 0.32, 0.55, 0.53, 0.45, 0.35, -0.05, 0.38, 0.24, -0.82, 0.34, 1.03, -0.54, -1.14, 0.31, 1.16, -0.76, -0.62, -0.53, 0.51, 0.58, 0.31, 0.19, -0.81, 0.15, 1.09, -0.58, -1.08, 0.31, 0.99, -0.64, -0.59, -0.19, 0.49, 0.43, 0.36, 0.05, -0.74, -0.12, 1.04, -0.67, -0.86, 0.15, 1.39, -0.76, -0.63, -0.61, 0.59, 0.44, 0.33, 0.36, -1.19, 0.40, 1.02, -0.67, -0.80, -0.07, 1.24, -0.58, -0.31, -0.58, 0.45, 0.43, 0.33, 0.35, -1.01, 0.40, 0.96, -0.63, -0.94, 0.34, 0.97, -0.52, -0.62, -0.57, 0.53, 0.42, 0.34, 0.35, -0.91, 0.31, 1.01, -0.47, -1.09, 0.40, 1.02, -0.63, -0.58, -0.57, 0.44